1.
A cluster of 2 separate species, C16H16F3NO6 in total at a distorted geometry. Source: the Open Molecules 2025 dataset; level of theory: ωB97M-V/def2-TZVPD.

As for the net charge: 0. For the HOMO energy, the calculation gives -9.62 eV. The lowest unoccupied orbital energy is -0.041 Eh. The value obtained for the molar mass is 375.30 u. As for the structure (SMILES): O=C(O)CCCc1cccc2c1C(=O)NC2=O.CCOC(=O)C(F)(F)F. The value obtained for the maximum force is 5.087 eV Å⁻¹.

Positions of all 42 atoms, in Å:
H (0.484, 1.463, -4.397)
H (-2.348, -1.452, 3.645)
C (-0.650, 1.493, 3.399)
C (3.020, 4.243, -3.037)
C (-2.316, 0.078, 1.987)
C (-0.011, 2.292, -3.885)
H (-1.124, 2.695, -2.081)
O (-1.404, -0.448, -0.897)
C (2.129, 3.014, -3.193)
H (-2.980, 0.655, 2.741)
C (-0.186, -3.167, 3.099)
C (-0.904, 0.833, 1.962)
O (0.911, 3.369, -3.653)
O (2.464, 1.879, -2.971)
C (1.043, -4.051, 2.661)
H (-3.176, -2.027, 2.110)
H (0.085, 1.435, -1.899)
F (3.439, 4.713, -4.231)
O (-0.823, 2.745, 3.517)
H (-0.132, -1.725, -2.482)
C (1.469, -4.151, 1.156)
H (-0.445, -3.195, 4.213)
C (-0.520, -2.342, 0.616)
H (1.585, -4.680, 3.449)
H (-1.023, 1.720, 1.232)
C (-0.999, -2.297, 2.076)
H (-1.413, 1.084, -2.775)
O (1.588, -3.663, -2.113)
F (4.127, 3.993, -2.314)
C (0.710, -3.130, -1.406)
N (-0.546, -2.445, -1.853)
H (-0.035, 0.213, 1.567)
C (-0.657, 1.846, -2.588)
C (-2.254, -1.439, 2.495)
H (0.442, 1.291, 5.027)
H (-2.901, 0.124, 1.000)
C (0.648, -3.271, 0.173)
H (2.312, -4.807, 0.773)
O (-0.277, 0.786, 4.574)
F (2.387, 5.265, -2.424)
H (-0.777, 2.677, -4.561)
C (-0.944, -1.615, -0.712)

Here are the natural (NBO) charges for atoms 1 to 8, given in e: 0.20 0.23 0.78 0.90 -0.40 -0.08 0.22 -0.57

=====

2.
A cluster of 2 separate species, C16H16F5N3O8PS3 in total at a distorted geometry. Source: the Open Molecules 2025 dataset; level of theory: ωB97M-V/def2-TZVPD.

As for the net charge: -1. For the HOMO energy, the calculation gives -6.65 eV. The lowest unoccupied orbital energy is 0.028 Eh. The value obtained for the molar mass is 600.48 u. The value obtained for the maximum force is 12.464 eV Å⁻¹.

Positions of all 52 atoms, in Å:
F (1.103, 4.797, -2.693)
C (3.946, 0.251, 4.989)
F (-2.895, 6.287, -2.240)
H (-0.681, -0.190, 2.560)
H (-2.047, -1.977, 2.662)
O (2.079, -0.630, -2.412)
C (1.187, 0.167, 0.949)
C (-2.911, -0.872, -0.771)
C (3.742, 0.433, 2.134)
F (0.796, 0.664, -4.499)
H (-0.868, 0.674, 0.169)
C (0.496, -0.039, 2.459)
C (-2.008, -2.716, -2.342)
P (-2.045, -3.336, 0.403)
S (-0.057, 3.777, -3.090)
C (3.034, 0.231, 3.603)
C (-0.216, -0.278, -3.887)
N (-1.343, 4.677, -3.172)
H (4.865, -0.442, 4.778)
S (0.667, -1.311, -2.623)
H (4.901, 0.576, 1.974)
O (-0.685, 6.512, -1.467)
O (-2.149, 4.669, -0.708)
C (-1.675, -1.937, -0.891)
C (-1.501, -2.888, 2.172)
N (-2.183, -3.279, -3.512)
H (0.920, -0.118, 4.903)
H (3.293, -0.312, 5.813)
O (-1.076, -4.781, 0.020)
C (-3.361, -0.455, 0.743)
O (-3.247, 0.815, 1.224)
F (-1.307, 0.585, -3.394)
C (1.395, 0.009, 3.827)
H (-3.761, -1.242, 1.530)
C (2.794, 0.407, 0.754)
N (1.751, -3.021, 0.677)
H (-2.774, 0.131, -1.364)
C (-0.169, -1.355, -0.899)
C (0.941, -2.304, -0.071)
H (-0.354, -2.738, 2.338)
O (0.021, 2.779, -2.030)
H (-3.859, -1.404, -1.264)
H (3.238, 0.546, -0.330)
O (1.066, -2.758, -3.118)
H (-0.226, -4.768, 0.571)
H (-1.797, -3.830, 2.846)
O (0.416, 3.305, -4.391)
H (0.495, 0.932, -1.085)
S (-1.603, 5.435, -1.821)
F (-0.623, -1.173, -5.026)
C (0.065, 0.147, -0.294)
H (4.211, 1.348, 5.294)

Here are the natural (NBO) charges for atoms 1 to 8, given in e: -0.50 -0.67 -0.51 0.23 0.25 -0.84 -0.04 -0.54

=====

3.
A structure of composition C16H16FN5OS at a distorted geometry. Source: the Open Molecules 2025 dataset; level of theory: ωB97M-V/def2-TZVPD.

As for the net charge: 0. The calculation puts the energy above the lowest of the compared OMol25 structures with the same formula, charge and spin at 12.350 eV. For the HOMO energy, the calculation gives -7.71 eV. The lowest unoccupied orbital energy is 0.008 Eh. The value obtained for the molar mass is 345.40 u. The value obtained for the maximum force is 15.466 eV Å⁻¹.

Positions of all 40 atoms, in Å:
H (-0.003, -1.692, -2.049)
H (3.458, 2.527, -1.086)
C (-3.967, -1.013, 1.586)
C (5.147, -1.016, -0.305)
C (0.348, 0.092, -0.991)
C (3.033, 0.039, -0.942)
H (-3.823, -0.205, -0.950)
C (4.362, -1.265, -2.706)
H (-0.315, 3.020, -0.149)
H (-5.295, -0.972, 5.101)
C (5.260, -1.269, -1.608)
C (3.930, -0.334, -0.169)
H (4.666, -1.570, -3.500)
H (5.842, -0.995, 0.476)
C (-0.568, 0.945, -0.527)
N (-5.720, -0.403, 4.504)
C (-2.564, -0.412, -0.654)
C (3.115, -0.657, -2.432)
H (3.342, 2.640, 0.899)
F (6.444, -1.907, -2.006)
C (0.359, -1.443, -1.088)
H (1.271, -2.016, -1.154)
N (1.733, 0.614, -0.746)
C (1.401, 1.864, -0.357)
H (-6.687, -0.100, 4.479)
N (-5.688, 0.196, 2.197)
S (-2.631, -1.322, 0.625)
N (-4.761, -0.049, 1.131)
H (2.362, -0.353, -3.044)
H (-0.513, -2.094, -0.451)
C (-5.195, -0.589, 3.194)
N (-4.088, -1.113, 2.765)
C (-1.790, 0.830, -0.351)
C (0.067, 2.027, -0.212)
H (-2.321, -1.132, -1.826)
O (-2.568, 1.786, -0.095)
H (3.595, 0.321, 0.812)
H (-6.478, 0.582, 2.113)
C (2.707, 2.768, -0.200)
H (2.535, 3.671, -0.285)

Here are the natural (NBO) charges for atoms 1 to 8, given in e: 0.22 0.22 0.14 -0.29 0.28 0.14 0.33 -0.25

=====

4.
The molecule C16H16FNO2. Source: the Open Molecules 2025 dataset; level of theory: ωB97M-V/def2-TZVPD.

As for the net charge: 0. The calculation puts the energy above the lowest of the compared OMol25 structures with the same formula, charge and spin at 0.724 eV. For the HOMO energy, the calculation gives -7.65 eV. The lowest unoccupied orbital energy is 0.027 Eh. The value obtained for the molar mass is 273.31 u. As for the structure (SMILES): C=CCn1c(CCC(=O)O)ccc1-c1ccc(F)cc1. The value obtained for the maximum force is 0.745 eV Å⁻¹.

Positions of all 36 atoms, in Å:
H (2.149, -2.077, -1.939)
H (1.618, -0.805, 1.115)
H (1.689, 1.361, 0.160)
F (1.854, -0.072, 5.529)
O (-1.520, -2.064, -3.155)
C (1.559, -1.293, -1.499)
H (-1.255, 2.175, -3.212)
C (-0.860, 1.181, -2.979)
H (-2.575, 0.032, -3.668)
H (-1.029, -2.899, -3.085)
O (0.274, -1.391, -4.289)
C (-0.583, 0.894, 3.046)
C (-1.527, 0.168, -3.927)
C (1.239, 1.090, -0.803)
H (2.746, -1.029, 3.294)
H (-2.821, 0.166, 1.174)
H (2.997, 0.205, -1.755)
C (1.817, -0.487, 3.208)
H (-3.294, 0.596, -1.420)
C (-2.093, 0.406, 0.425)
C (1.236, 0.066, 4.334)
C (-0.019, 0.360, 1.884)
H (-1.439, 0.530, -4.952)
C (-0.733, 0.514, 0.625)
H (0.575, -1.566, -1.151)
C (1.184, -0.341, 1.988)
H (1.328, 1.967, -1.455)
C (-2.337, 0.619, -0.938)
C (-0.813, -1.155, -3.833)
H (-1.515, 1.434, 2.976)
C (-1.126, 0.865, -1.543)
N (-0.153, 0.799, -0.586)
H (-0.393, 1.164, 5.170)
H (0.211, 1.180, -3.185)
C (0.036, 0.751, 4.271)
C (2.008, -0.056, -1.404)

Here are the natural (NBO) charges for atoms 1 to 8, given in e: 0.21 0.23 0.24 -0.33 -0.68 -0.39 0.22 -0.42

=====

5.
The molecule C16H16N2O4S at a distorted geometry. Source: the Open Molecules 2025 dataset; level of theory: ωB97M-V/def2-TZVPD.

As for the net charge: 0. The calculation puts the energy above the lowest of the compared OMol25 structures with the same formula, charge and spin at 1.142 eV. For the HOMO energy, the calculation gives -8.12 eV. The lowest unoccupied orbital energy is 0.018 Eh. The value obtained for the molar mass is 332.38 u. As for the structure (SMILES): Cc1cc2c(cc(C(=O)OCC(=O)NCc3ccco3)n2C)s1. The value obtained for the maximum force is 1.073 eV Å⁻¹.

Positions of all 39 atoms, in Å:
C (-3.878, 0.670, 0.142)
O (-4.244, 1.725, 0.897)
H (-0.933, -1.436, 3.685)
C (3.789, 0.565, -1.653)
O (0.528, -0.057, 2.722)
H (1.728, 1.890, 1.496)
H (4.317, 0.382, -4.862)
H (5.524, -0.660, -4.118)
C (0.475, -0.825, 1.788)
C (3.924, -0.106, -2.828)
C (2.170, -1.132, -1.417)
C (2.788, -0.011, -0.837)
H (-4.109, 3.776, 0.698)
H (-4.500, -1.356, -0.123)
H (3.387, 1.850, 0.851)
C (4.864, 0.189, -3.940)
C (1.273, -0.763, 0.581)
H (-1.294, -3.086, 3.108)
C (-3.272, 1.106, -1.002)
S (2.830, -1.471, -2.981)
O (-0.376, -1.884, 1.745)
C (1.214, -1.608, -0.526)
H (-2.879, 0.498, -1.792)
C (-3.883, 2.835, 0.238)
H (-2.890, 3.199, -1.670)
H (5.469, 1.060, -3.700)
O (-3.576, -1.554, 3.323)
N (-2.879, -1.273, 1.189)
N (2.236, 0.205, 0.376)
H (-4.815, -0.674, 1.502)
C (-3.279, 2.520, -0.940)
H (-2.083, -1.317, 0.569)
C (-4.109, -0.708, 0.669)
C (-1.277, -2.029, 2.830)
H (2.929, 0.835, 2.239)
H (4.380, 1.425, -1.396)
H (0.564, -2.451, -0.638)
C (-2.703, -1.585, 2.486)
C (2.590, 1.254, 1.291)

Here are the natural (NBO) charges for atoms 1 to 8, given in e: 0.26 -0.39 0.24 -0.29 -0.60 0.22 0.23 0.23